[1]
{
  "formula": "C21H30N3O4PS",
  "method": "wB97M-V/def2-TZVPD",
  "total_energy_ev": -55031.2987,
  "smiles": "[H]/N=C(\\C)Cc1cc(CC#C)c2nsnc2c1[PH2]=O.CC(C)=O.CC(C)=O.CC(C)=O",
  "gap_ev": 6.8,
  "elements": ["H", "N", "C", "C", "C", "C", "C", "C", "C", "C", "C", "C", "N", "S", "N", "C", "C", "P", "O", "H", "H", "H", "H", "H", "H", "H", "H", "H", "H", "H", "C", "C", "C", "O", "H", "H", "H", "H", "H", "H", "C", "C", "C", "O", "H", "H", "H", "H", "H", "H", "C", "C", "C", "O", "H", "H", "H", "H", "H", "H"],
  "positions_angstrom": [[-0.512, 0.192, 2.283], [-0.032, 1.036, 1.884], [0.597, 0.589, 0.736], [0.411, -0.988, 0.319], [1.441, 1.719, -0.123], [3.086, 1.624, 0.119], [3.650, 1.102, 1.568], [5.274, 0.974, 1.752], [5.849, 0.393, 3.211], [6.071, -1.243, 2.945], [6.224, -2.624, 2.616], [6.413, 1.334, 0.624], [7.928, 1.220, 0.741], [8.515, 1.727, -0.852], [6.990, 2.110, -1.687], [5.788, 1.866, -0.800], [4.175, 2.017, -1.052], [3.519, 2.658, -2.728], [4.730, 2.980, -3.718], [-0.612, -1.436, 0.735], [1.279, -1.696, 0.674], [0.349, -1.066, -0.847], [1.282, 1.432, -1.269], [1.044, 2.815, 0.043], [2.983, 0.806, 2.503], [6.899, 0.851, 3.482], [5.074, 0.523, 4.085], [6.195, -3.597, 1.925], [2.743, 3.867, -2.454], [2.578, 1.745, -3.384], [-0.617, 5.841, -0.475], [-0.707, 4.709, -1.463], [-1.066, 5.056, -2.884], [-0.496, 3.546, -1.124], [-0.350, 5.442, 0.510], [0.157, 6.546, -0.787], [-1.584, 6.345, -0.398], [-0.312, 5.727, -3.304], [-2.052, 5.525, -2.914], [-1.094, 4.141, -3.484], [-2.156, -5.906, 0.206], [-2.061, -4.406, 0.139], [-3.221, -3.663, -0.468], [-1.073, -3.809, 0.563], [-1.247, -6.307, 0.667], [-3.015, -6.197, 0.815], [-2.247, -6.318, -0.803], [-4.128, -3.854, 0.112], [-3.360, -3.975, -1.506], [-3.014, -2.588, -0.449], [-8.335, -3.694, -0.349], [-7.121, -2.888, 0.029], [-7.203, -2.058, 1.282], [-6.102, -2.907, -0.659], [-8.132, -4.243, -1.275], [-8.565, -4.413, 0.441], [-9.186, -3.028, -0.517], [-7.382, -2.704, 2.145], [-8.002, -1.319, 1.187], [-6.254, -1.530, 1.430]],
  "forces_ev_per_a": [[0.4, 0.9, -0.4], [2.4, -2.4, -4.5], [-1.8, 1.1, 3.6], [-0.2, 0.3, -0.7], [0.9, -1.2, -0.8], [3.5, -0.2, 0.1], [4.5, 0.6, -2.3], [-1.8, 0.3, -0.3], [0.0, -1.7, -1.1], [0.8, -8.8, -2.7], [-1.5, 9.9, 1.0], [-0.7, 0.2, -0.7], [-5.3, 1.3, -3.1], [-5.8, -0.2, 1.8], [-2.0, -1.2, 3.6], [3.6, -0.7, 1.1], [-1.0, -1.4, 3.5], [4.4, 1.1, -2.4], [-3.9, -1.0, 3.1], [2.4, 1.2, -0.8], [-1.6, 1.6, -0.6], [0.2, 0.1, 2.1], [0.3, 0.8, 2.4], [0.8, -2.6, 0.0], [1.4, 0.8, -2.4], [-2.3, -0.9, -0.7], [1.6, -0.2, -1.9], [0.1, 2.7, 2.1], [0.3, -1.1, 0.1], [0.5, 0.5, 1.1], [0.1, -0.3, 0.4], [0.2, -1.3, 0.4], [0.0, -0.5, -0.2], [-0.4, 1.6, -0.6], [-0.1, 0.1, -0.2], [-0.2, 0.1, 0.0], [0.1, 0.1, -0.1], [-0.2, 0.1, 0.0], [0.2, 0.2, 0.0], [0.0, 0.2, 0.2], [0.5, -0.1, 0.2], [1.1, 0.9, 0.4], [0.4, 0.3, 0.2], [-1.1, -0.8, -0.4], [-0.2, 0.1, -0.1], [-0.1, 0.0, -0.2], [-0.2, 0.0, 0.1], [0.1, -0.1, -0.3], [-0.2, -0.1, 0.1], [-0.1, -0.2, 0.0], [0.2, -0.2, -0.4], [1.3, 0.0, -0.9], [0.5, 0.2, 0.0], [-1.4, 0.1, 0.8], [0.0, 0.1, 0.2], [-0.2, 0.2, 0.0], [0.0, -0.1, 0.2], [-0.2, 0.1, 0.0], [-0.1, -0.2, 0.2], [-0.2, -0.1, -0.1]]
}

=====

[2]
{
  "formula": "C10H35HgO10",
  "method": "wB97M-V/def2-TZVPD",
  "total_energy_ev": -35581.4704,
  "gap_ev": [6.3, 9.3],
  "spin_multiplicity": 2,
  "elements": ["Hg", "C", "C", "O", "O", "H", "H", "H", "C", "O", "H", "H", "H", "H", "C", "O", "H", "H", "H", "H", "C", "O", "H", "H", "H", "H", "C", "O", "H", "H", "H", "H", "C", "O", "H", "H", "H", "H", "C", "O", "H", "H", "H", "H", "C", "O", "H", "H", "H", "H", "C", "O", "H", "H", "H", "H"],
  "positions_angstrom": [[-0.934, 2.705, 1.332], [0.914, -0.613, -0.616], [0.253, 0.603, 0.126], [0.653, 1.766, -0.061], [-0.808, 0.391, 0.738], [1.872, -0.859, -0.157], [1.030, -0.395, -1.678], [0.331, -1.533, -0.633], [4.394, 2.090, -1.013], [3.734, 2.298, 0.260], [5.452, 2.339, -0.939], [4.293, 1.062, -1.362], [3.981, 2.731, -1.793], [2.885, 1.856, 0.191], [3.888, -1.238, 2.563], [5.068, -2.040, 2.346], [4.137, -0.193, 2.381], [3.198, -1.416, 1.738], [3.287, -1.406, 3.456], [5.760, -1.639, 2.877], [-1.172, -3.765, -2.339], [-0.236, -4.703, -1.910], [-1.919, -3.696, -1.548], [-0.791, -2.768, -2.560], [-1.609, -4.044, -3.298], [0.196, -4.483, -1.081], [-0.639, 0.919, 4.056], [-0.149, 2.040, 3.355], [-0.885, 1.200, 5.080], [-1.569, 0.616, 3.574], [0.060, 0.086, 4.139], [0.807, 2.008, 3.437], [-2.292, -2.896, 1.533], [-2.843, -1.709, 0.966], [-2.018, -2.936, 2.588], [-3.053, -3.670, 1.430], [-1.414, -3.228, 0.978], [-2.166, -1.114, 0.637], [-4.029, 1.568, 1.549], [-3.292, 2.698, 2.003], [-5.100, 1.769, 1.521], [-3.586, 1.214, 0.618], [-3.950, 0.784, 2.302], [-3.856, 3.157, 2.630], [-1.083, 4.188, -1.491], [-1.988, 3.580, -0.610], [-0.422, 3.569, -2.097], [-1.619, 4.537, -2.373], [-0.615, 5.061, -1.037], [-2.835, 3.473, -1.051], [-0.166, -1.831, -5.285], [0.648, -0.884, -4.581], [-1.042, -2.115, -4.701], [-0.611, -1.204, -6.057], [0.394, -2.598, -5.818], [1.455, -1.331, -4.316]],
  "forces_ev_per_a": [[0.1, 1.7, 0.0], [-0.1, 0.5, 0.3], [-0.4, -1.4, -2.0], [2.1, -0.1, -0.6], [-1.0, -1.3, 0.9], [0.2, 0.2, -0.2], [0.4, 0.5, 0.1], [-0.4, 0.2, 0.6], [-0.4, 0.2, 0.4], [1.0, -0.3, -0.9], [-0.1, -0.1, 0.3], [0.1, -0.1, 0.1], [-0.2, 0.2, 0.0], [-0.5, 0.2, 0.0], [0.1, 0.2, -1.6], [-1.0, 0.3, 0.6], [0.0, 0.2, 0.7], [0.1, -0.5, -0.1], [0.6, -0.1, 0.4], [0.1, -0.1, 0.0], [-0.6, 0.7, 0.5], [1.0, -1.0, -0.7], [-0.6, 0.4, -0.4], [0.5, 0.2, 0.4], [-0.1, -0.7, 0.3], [-0.3, 0.4, 0.0], [-1.0, -0.4, 0.8], [1.1, -0.5, 1.4], [-0.1, 0.1, 0.1], [0.2, -0.3, -0.1], [0.0, 0.0, -0.5], [0.3, 0.4, -0.2], [-0.3, -0.3, -0.9], [-0.4, -0.6, 0.7], [0.0, 0.9, 0.2], [0.0, 0.0, -0.2], [0.1, 0.0, -0.1], [0.7, 0.2, 0.3], [-0.1, -0.7, 0.8], [-0.9, 0.2, 0.0], [0.0, 0.2, -0.7], [-0.3, 0.1, 0.0], [0.3, -0.4, -0.2], [0.2, 0.3, 0.2], [-0.3, 1.1, -2.2], [-0.5, -0.3, -0.5], [0.7, -0.8, 1.3], [-0.6, 0.8, 0.2], [0.3, -0.4, 0.1], [-0.1, -0.1, 0.0], [-0.5, 1.9, -0.8], [0.2, -0.7, 0.2], [0.5, -0.7, 0.2], [-0.1, -0.2, -0.4], [-0.1, -0.3, 0.6], [0.0, 0.1, 0.2]]
}

=====

[3]
{
  "formula": "C4H14N2O2",
  "method": "wB97M-V/def2-TZVPD",
  "total_energy_ev": -11448.3482,
  "smiles": "C=NCCCN.O.O",
  "gap_ev": 9.4,
  "elements": ["C", "N", "C", "C", "C", "N", "H", "H", "H", "H", "H", "H", "H", "H", "H", "H", "O", "H", "H", "O", "H", "H"],
  "positions_angstrom": [[-2.909, 0.786, 0.141], [-2.451, -0.324, -0.172], [-1.002, -0.508, -0.205], [-0.524, -0.944, 1.192], [0.693, -0.240, 1.786], [1.846, -1.075, 2.106], [-3.913, 1.197, 0.293], [-2.347, 1.739, 0.288], [-0.847, -1.316, -0.920], [-0.548, 0.380, -0.677], [-0.430, -2.031, 1.117], [-1.336, -0.899, 1.914], [0.386, 0.356, 2.650], [1.021, 0.560, 1.118], [2.586, -0.925, 1.433], [1.654, -2.069, 2.052], [2.539, -0.769, -1.882], [1.813, -0.209, -1.602], [2.931, -0.420, -2.685], [0.436, 2.526, -2.163], [1.001, 2.157, -1.472], [0.809, 3.409, -2.269]],
  "forces_ev_per_a": [[0.1, 3.3, 0.3], [-0.7, -0.8, 0.2], [-0.7, 0.1, -0.6], [-0.3, -0.6, 0.0], [0.1, 0.4, -0.2], [0.4, -0.1, -0.1], [-0.7, -1.7, -0.3], [1.0, -0.7, -0.1], [0.2, 0.0, 0.0], [0.2, 0.1, 0.7], [0.7, 0.0, 0.1], [-0.3, 0.5, -0.2], [-0.1, -0.4, 0.3], [0.1, -0.1, -0.3], [0.0, 0.1, 0.0], [-0.3, 0.2, 0.1], [0.3, -0.5, 0.4], [-0.1, 0.2, -0.4], [-0.3, 0.3, 0.0], [0.4, 0.1, 0.3], [-0.2, 0.0, 0.0], [-0.2, 0.0, -0.2]]
}

=====

[4]
{
  "formula": "C2H4N2O2",
  "method": "wB97M-V/def2-TZVPD",
  "total_energy_ev": -9212.7952,
  "smiles": "NN(C=O)C=O",
  "gap_ev": 10.2,
  "elements": ["N", "N", "C", "O", "C", "O", "H", "H", "H", "H"],
  "positions_angstrom": [[0.127, 1.414, -0.180], [-0.005, 0.025, -0.237], [1.130, -0.702, -0.080], [2.255, -0.208, 0.248], [-1.272, -0.606, -0.127], [-2.310, -0.072, 0.261], [1.145, 1.669, 0.019], [-0.482, 1.835, 0.471], [1.024, -1.802, -0.095], [-1.253, -1.687, -0.307]],
  "forces_ev_per_a": [[2.1, 0.6, -1.0], [-0.8, -0.1, 0.3], [3.9, 0.3, 1.9], [-3.7, -1.1, -1.5], [-1.3, 1.0, 1.2], [2.3, -0.4, -1.1], [-1.9, -0.9, -0.2], [-0.9, 0.1, 1.0], [-0.3, 0.4, -0.4], [0.4, 0.1, -0.2]]
}